[1]
The molecule C18H22N2O4S2 in a non-equilibrium geometry, computed with ωB97M-V/def2-TZVPD.

Atoms and positions in Å:
C1 1.091 2.664 -2.165
H1 0.711 1.680 -2.429
C2 2.458 2.572 -1.488
N1 2.470 1.768 -0.285
C3 2.648 0.383 -0.308
C4 2.516 -0.376 -1.471
C5 2.651 -1.748 -1.432
C6 2.905 -2.412 -0.234
C7 3.066 -1.657 0.923
C8 2.952 -0.279 0.879
H2 3.117 0.297 1.774
H3 3.293 -2.125 1.867
O1 2.989 -3.770 -0.306
C9 3.176 -4.492 0.887
H4 2.365 -4.306 1.598
H5 3.168 -5.542 0.598
H6 4.136 -4.254 1.356
H7 2.549 -2.334 -2.332
H8 2.315 0.096 -2.418
S1 1.813 2.446 1.099
O2 2.780 2.507 2.154
O3 1.182 3.675 0.716
C10 0.565 1.261 1.577
C11 0.446 0.789 2.846
S2 -0.819 -0.356 2.979
C12 -1.218 -0.174 1.305
C13 -0.386 0.716 0.692
H9 -0.422 0.958 -0.353
C14 -2.263 -1.056 0.715
O4 -2.222 -2.263 0.867
N2 -3.224 -0.437 0.005
C15 -3.476 0.994 -0.041
C16 -4.856 1.118 -0.695
H10 -4.748 1.247 -1.772
C17 -5.517 -0.227 -0.400
C18 -4.346 -1.193 -0.527
H11 -4.156 -1.448 -1.575
H12 -4.461 -2.117 0.042
H13 -5.907 -0.242 0.619
H14 -6.325 -0.459 -1.089
H15 -5.418 1.962 -0.301
H16 -3.475 1.407 0.974
H17 -2.710 1.514 -0.620
H18 1.044 1.059 3.692
H19 3.208 2.166 -2.172
H20 2.768 3.575 -1.188
H21 1.175 3.258 -3.071
H22 0.393 3.154 -1.491

Summary:
* total charge: 0
* energy: -1905.9307 a.u.
* HOMO level: -7.94 eV
* energy above the lowest of the compared OMol25 structures with the same formula, charge and spin: 0.873 eV
* spin multiplicity: 1

Population analysis type natural (NBO), resulting atomic charges in e:
1 C -0.63
2 H 0.20
3 C -0.21
4 N -0.68
5 C 0.10
6 C -0.23
7 C -0.24
8 C 0.30
9 C -0.31
10 C -0.17
11 H 0.23
12 H 0.22
13 O -0.49
14 C -0.25
15 H 0.18
16 H 0.20
17 H 0.17
18 H 0.23
19 H 0.21
20 S 2.34
21 O -0.93
22 O -0.94
23 C -0.38
24 C -0.37
25 S 0.52
26 C -0.28
27 C -0.22
28 H 0.24
29 C 0.65
30 O -0.61
31 N -0.42
32 C -0.21
33 C -0.41
34 H 0.20
35 C -0.41
36 C -0.22
37 H 0.19
38 H 0.24
39 H 0.20
40 H 0.22
41 H 0.22
42 H 0.20
43 H 0.20
44 H 0.26
45 H 0.21
46 H 0.23
47 H 0.22
48 H 0.23

***

[2]
A cluster of 9 separate species, C18H36Cl18 in total in a non-equilibrium geometry, computed with ωB97M-V/def2-TZVPD.

Atoms and positions in Å:
Cl1 0.841 -1.354 -3.236
C1 0.058 0.010 -4.049
C2 0.784 0.303 -5.345
Cl2 -0.108 1.759 -6.048
H1 0.057 0.873 -3.384
H2 -1.008 -0.181 -4.167
H3 0.750 -0.570 -5.997
H4 1.822 0.630 -5.290
Cl3 -1.119 -2.247 1.121
C3 -0.493 -0.931 0.253
C4 1.014 -0.792 0.447
Cl4 1.534 0.675 -0.326
H5 -0.947 -0.069 0.743
H6 -0.795 -0.961 -0.794
H7 1.491 -1.631 -0.060
H8 1.189 -0.961 1.509
Cl5 5.143 -2.988 3.312
C5 5.677 -1.543 2.611
C6 4.820 -1.207 1.363
Cl6 5.020 -2.239 -0.072
H9 6.712 -1.474 2.276
H10 5.527 -0.837 3.428
H11 5.093 -0.181 1.116
H12 3.743 -1.192 1.531
Cl7 -5.023 0.649 -0.094
C7 -3.992 1.447 1.133
C8 -4.714 2.612 1.741
Cl8 -5.325 3.816 0.537
H13 -3.046 1.771 0.700
H14 -3.864 0.703 1.920
H15 -4.302 3.154 2.593
H16 -5.596 2.197 2.229
Cl9 -5.292 -2.944 2.138
C9 -3.962 -4.144 2.189
C10 -4.306 -5.355 3.037
Cl10 -3.306 -6.760 2.623
H17 -3.138 -3.608 2.661
H18 -3.821 -4.399 1.138
H19 -5.331 -5.639 2.795
H20 -4.213 -5.046 4.078
Cl11 4.325 1.244 -5.488
C11 4.675 2.275 -4.045
C12 3.691 2.298 -2.922
Cl12 2.244 3.312 -3.399
H21 4.867 3.281 -4.416
H22 5.584 1.861 -3.607
H23 4.192 2.820 -2.107
H24 3.333 1.352 -2.516
Cl13 -0.506 2.602 1.773
C13 0.062 4.322 1.481
C14 1.291 4.155 0.598
Cl14 2.786 3.686 1.473
H25 0.219 4.852 2.420
H26 -0.772 4.842 1.009
H27 1.544 5.024 -0.008
H28 1.126 3.407 -0.178
Cl15 -5.826 -2.311 -4.931
C15 -4.296 -2.899 -4.292
C16 -3.944 -2.043 -3.097
Cl16 -2.492 -2.581 -2.267
H29 -3.599 -2.788 -5.123
H30 -4.408 -3.946 -4.009
H31 -4.680 -2.117 -2.297
H32 -3.848 -0.977 -3.305
Cl17 4.047 1.601 4.489
C17 2.392 1.268 3.987
C18 1.705 0.379 5.022
Cl18 1.236 1.269 6.476
H33 2.404 0.754 3.026
H34 1.957 2.261 3.878
H35 2.339 -0.458 5.315
H36 0.776 -0.093 4.702

Summary:
* total charge: 0
* energy: -8990.8978 a.u.
* HOMO level: -10.76 eV
* energy above the lowest of the compared OMol25 structures with the same formula, charge and spin: 1.645 eV
* spin multiplicity: 1

Population analysis type Löwdin, resulting atomic charges in e:
1 Cl 0.57
2 C -0.70
3 C -0.60
4 Cl 0.50
5 H 0.05
6 H 0.06
7 H 0.07
8 H -0.02
9 Cl 0.66
10 C -0.77
11 C -0.70
12 Cl 0.62
13 H 0.02
14 H 0.01
15 H 0.06
16 H 0.06
17 Cl 0.62
18 C -0.72
19 C -0.68
20 Cl 0.54
21 H 0.08
22 H 0.03
23 H 0.07
24 H 0.03
25 Cl 0.54
26 C -0.66
27 C -0.66
28 Cl 0.50
29 H 0.03
30 H 0.07
31 H 0.07
32 H 0.06
33 Cl 0.53
34 C -0.68
35 C -0.68
36 Cl 0.56
37 H 0.03
38 H 0.06
39 H 0.06
40 H 0.08
41 Cl 0.56
42 C -0.64
43 C -0.60
44 Cl 0.52
45 H 0.07
46 H 0.07
47 H 0.07
48 H 0.04
49 Cl 0.54
50 C -0.54
51 C -0.68
52 Cl 0.55
53 H 0.08
54 H 0.08
55 H 0.07
56 H 0.00
57 Cl 0.57
58 C -0.67
59 C -0.70
60 Cl 0.59
61 H 0.07
62 H 0.07
63 H 0.06
64 H 0.07
65 Cl 0.57
66 C -0.70
67 C -0.67
68 Cl 0.55
69 H 0.05
70 H 0.02
71 H 0.07
72 H 0.06

***

[3]
A cluster of 8 separate species, C4H23NO9 in total, computed with ωB97M-V/def2-TZVPD.

Atoms and positions in Å:
C1 3.397 -1.017 0.636
C2 1.908 -1.043 0.973
C3 1.226 -2.258 0.282
C4 -0.146 -1.903 -0.191
O1 -1.059 -1.878 0.771
O2 -0.423 -1.711 -1.364
N1 1.213 0.187 0.612
H1 3.560 -0.871 -0.436
H2 3.890 -0.215 1.188
H3 3.880 -1.956 0.918
H4 1.832 -1.159 2.048
H5 1.167 -3.084 0.990
H6 1.802 -2.588 -0.571
H7 -1.960 -1.539 0.407
H8 1.288 0.896 1.328
H9 1.532 0.594 -0.257
H10 -2.539 -1.377 -1.326
H11 -3.022 -0.064 -0.703
O3 -3.029 -1.038 -0.560
H12 0.151 -0.645 -2.701
H13 1.063 -0.468 -3.942
O4 0.431 -0.001 -3.389
H14 -0.797 -0.718 3.678
H15 -1.042 -0.694 2.159
O5 -1.157 -0.174 2.975
H16 -0.562 3.883 -0.091
H17 -0.353 2.621 0.803
O6 -0.513 2.919 -0.124
H18 -1.902 2.025 -0.826
H19 -2.321 1.487 -2.196
O7 -2.633 1.547 -1.282
H20 0.943 2.368 -1.255
H21 1.244 1.384 -2.407
O8 1.685 1.941 -1.732
H22 -0.418 2.826 3.143
H23 -0.485 1.362 2.631
O9 -0.070 2.241 2.466

Summary:
* total charge: 0
* energy: -898.2030 a.u.
* HOMO level: -9.22 eV
* energy above the lowest of the compared OMol25 structures with the same formula, charge and spin: 0.000 eV
* spin multiplicity: 1

Population analysis type natural (NBO), resulting atomic charges in e:
1 C -0.62
2 C -0.03
3 C -0.53
4 C 0.87
5 O -0.74
6 O -0.69
7 N -0.90
8 H 0.21
9 H 0.21
10 H 0.20
11 H 0.18
12 H 0.23
13 H 0.22
14 H 0.52
15 H 0.38
16 H 0.40
17 H 0.50
18 H 0.52
19 O -0.96
20 H 0.51
21 H 0.48
22 O -0.98
23 H 0.48
24 H 0.51
25 O -0.97
26 H 0.49
27 H 0.52
28 O -1.00
29 H 0.51
30 H 0.48
31 O -0.98
32 H 0.49
33 H 0.50
34 O -1.00
35 H 0.48
36 H 0.52
37 O -1.00